64
Properties=species:S:1:pos:R:3 method="wB97M-V/def2-TZVPD" total_charge=+2
C 1.55 2.67 -2.46
H 2.43 3.34 -2.40
H 1.79 1.94 -3.26
H 1.58 2.20 -1.43
C 0.28 3.47 -2.75
H -0.57 2.83 -3.07
H -0.06 3.93 -1.81
C 0.48 4.57 -3.79
H -0.43 5.16 -3.92
H 1.27 5.26 -3.47
H 0.77 4.18 -4.77
C -1.04 -1.88 -1.83
C -1.69 -1.04 -2.80
C -0.75 -0.77 -3.84
C 0.48 -1.42 -3.51
C 0.30 -2.12 -2.28
C 1.30 -2.97 -1.58
C 1.77 -1.25 -4.25
C -1.00 0.10 -5.02
C -3.13 -0.68 -2.79
C -1.70 -2.49 -0.65
La 0.21 0.35 -1.74
H 2.63 -1.56 -3.64
H 1.80 -1.87 -5.17
H 1.94 -0.21 -4.57
H 2.33 -2.71 -1.85
H 1.21 -2.91 -0.48
H 1.15 -4.03 -1.85
H -2.57 -1.90 -0.32
H -2.08 -3.49 -0.92
H -1.03 -2.61 0.21
H -3.34 0.21 -3.40
H -3.73 -1.51 -3.21
H -3.51 -0.50 -1.78
H -0.20 0.84 -5.19
H -1.09 -0.49 -5.95
H -1.95 0.66 -4.91
C -2.83 -0.90 5.59
C -1.46 -0.37 5.97
N -0.61 -0.05 4.82
C -0.13 1.33 4.67
C 1.30 1.59 5.11
C -0.13 -1.11 4.11
O -0.39 -2.27 4.42
C 0.72 -0.79 2.90
C 2.10 -1.03 2.95
C 2.83 -0.82 1.78
C 2.18 -0.42 0.62
N 0.84 -0.14 0.59
C 0.11 -0.37 1.73
H -3.37 -0.16 4.99
H -3.40 -1.10 6.50
H -2.73 -1.84 5.03
H -1.55 0.56 6.53
H -0.94 -1.13 6.57
H -0.26 1.63 3.62
H -0.82 1.93 5.28
H 2.03 1.05 4.50
H 1.50 2.66 5.02
H 1.43 1.31 6.16
H 2.55 -1.35 3.89
H 3.91 -0.99 1.76
H 2.72 -0.27 -0.33
H -0.97 -0.22 1.65

***

70
Properties=species:S:1:pos:R:3 method="wB97M-V/def2-TZVPD" relative_energy_kcal_mol=0.00 total_charge=+3
Pt -1.12 0.00 0.14
C -3.35 -2.07 -1.99
C -3.24 -1.51 -0.62
C -3.47 -2.29 0.56
C -3.71 -1.72 1.84
C -3.52 -0.40 2.01
C -3.18 0.45 0.88
C -3.12 -0.06 -0.43
H -2.43 -1.90 -2.56
H -4.15 -1.55 -2.52
H -3.58 -3.14 -1.98
H -3.65 -3.35 0.40
H -4.00 -2.36 2.66
H -3.65 0.06 2.98
H -3.16 1.52 1.04
H -3.22 0.61 -1.28
C 1.94 -0.17 2.90
N 1.79 1.03 2.07
C 2.03 2.29 2.80
P 1.92 0.84 0.47
O 0.90 -0.16 -0.09
O 1.58 2.32 -0.07
P 0.16 2.84 -0.61
O -0.98 2.04 0.01
N 0.07 4.36 -0.10
C -1.16 4.99 0.41
C 1.12 5.31 -0.49
N 0.25 2.56 -2.20
C -1.01 2.49 -2.96
C 1.48 2.75 -3.00
N 3.37 0.41 -0.07
C 4.57 1.01 0.53
C 3.62 -0.61 -1.09
H 2.92 -0.21 3.37
H 1.81 -1.07 2.29
H 1.18 -0.17 3.68
H 3.06 2.33 3.18
H 1.36 2.33 3.66
H 1.84 3.15 2.17
H -1.89 4.23 0.69
H -1.60 5.64 -0.35
H -0.92 5.58 1.29
H 2.03 4.79 -0.77
H 1.34 5.96 0.36
H 0.80 5.93 -1.33
H -1.72 3.25 -2.65
H -1.46 1.50 -2.87
H -0.79 2.66 -4.01
H 2.36 2.67 -2.37
H 1.48 3.72 -3.49
H 1.53 1.97 -3.76
H 4.31 1.81 1.21
H 5.20 1.43 -0.26
H 5.14 0.25 1.07
H 2.69 -0.98 -1.50
H 4.18 -1.43 -0.65
H 4.22 -0.18 -1.90
C -1.52 -1.93 0.13
C -1.23 -3.18 0.22
C -0.89 -4.49 0.25
C -0.61 -5.17 -0.98
C -0.27 -6.49 -0.95
C -0.21 -7.16 0.28
C -0.48 -6.52 1.50
C -0.81 -5.19 1.49
H -0.67 -4.62 -1.91
H -0.06 -7.03 -1.87
H 0.06 -8.21 0.29
H -0.41 -7.07 2.42
H -1.02 -4.66 2.42

***

78
Properties=species:S:1:pos:R:3 method="wB97M-V/def2-TZVPD" total_charge=+1
C -0.95 0.86 -1.64
C -0.31 0.42 -3.01
I -0.99 1.87 -4.50
C -0.78 -1.04 -3.50
I -1.69 -1.08 -5.50
C 0.26 -2.17 -3.28
C 0.11 -3.08 -2.12
C -1.01 -2.94 -1.05
O -1.35 -1.92 -0.54
O -1.70 -4.09 -0.66
C 1.06 -4.19 -1.88
C 2.11 -4.35 -2.84
N 2.27 -3.50 -3.91
C 1.43 -2.44 -4.16
C 1.76 -1.56 -5.41
F 1.44 -0.25 -5.28
F 1.15 -2.17 -6.50
C 3.32 -1.57 -5.79
F 3.59 -0.55 -6.65
F 3.99 -1.30 -4.58
H -2.04 0.60 -1.69
H -0.41 0.34 -0.82
H -0.84 1.96 -1.57
H 0.81 0.50 -3.02
H -1.66 -1.29 -2.85
H -1.35 -4.86 -1.14
H 0.96 -4.89 -1.02
H 2.83 -5.20 -2.70
H 3.06 -3.74 -4.51
H 3.66 -2.56 -6.16
C 1.80 3.87 0.79
C 1.16 2.50 0.75
O 0.70 2.03 -0.29
N 1.10 1.80 1.90
C 1.59 2.19 3.22
H 1.77 4.31 -0.20
H 1.25 4.52 1.48
H 2.84 3.78 1.11
H 0.66 0.89 1.80
H 2.32 1.45 3.54
H 0.74 2.17 3.91
H 2.04 3.17 3.22
C -2.17 -3.45 2.85
C -1.21 -3.29 4.00
O -0.81 -2.19 4.36
N -0.79 -4.42 4.64
C -1.15 -5.79 4.36
H -2.41 -2.47 2.44
H -1.71 -4.05 2.06
H -3.09 -3.92 3.20
H -0.14 -4.23 5.40
H -1.60 -6.22 5.25
H -0.24 -6.35 4.13
H -1.84 -5.87 3.53
C -5.31 2.01 -5.20
C -5.09 2.67 -3.86
O -4.09 2.45 -3.19
N -6.05 3.52 -3.41
C -7.29 3.90 -4.06
H -4.47 1.36 -5.43
H -6.22 1.41 -5.18
H -5.38 2.77 -5.99
H -5.83 3.92 -2.51
H -7.29 4.98 -4.20
H -8.12 3.63 -3.40
H -7.42 3.41 -5.02
C 4.72 4.29 5.87
C 4.08 2.92 5.84
O 3.63 2.44 4.80
N 4.02 2.22 7.00
C 4.50 2.61 8.31
H 4.69 4.73 4.88
H 4.17 4.94 6.55
H 5.76 4.21 6.19
H 3.59 1.32 6.90
H 5.24 1.88 8.64
H 3.66 2.61 9.00
H 4.95 3.60 8.30

***

Number 1: energy -30325.106 eV, frontier orbital gap 6.967 eV. Number 2: energy -58354.426 eV, frontier orbital gap 5.355 eV. Number 3: energy -71266.261 eV, frontier orbital gap 4.787 eV.